Record 1
Formula: C8H17F5N2OPt
Source: OMol25
Level of theory: ωB97M-V/def2-TZVPD

Geometry as ORCA input:
```
! RIJCOSX wB97M-V def2-TZVPD def2/J DEFGRID3
* xyz 0 1
Pt -0.3133 0.5367 -0.2961
N -0.7809 -1.5543 -1.6998
C 0.3319 -1.6869 -2.6329
C 1.6682 -1.3528 -1.9589
N 1.7275 0.0488 -1.5892
H -0.8124 -2.3334 -1.0493
H -1.6577 -1.5092 -2.2025
H 0.1620 -0.9848 -3.4510
H 0.4029 -2.7018 -3.0470
H 2.4805 -1.6344 -2.6457
H 1.7631 -1.9348 -1.0394
H 1.8039 0.6698 -2.3851
H 2.4614 0.2285 -0.9149
C 0.2732 1.4739 2.6883
C 0.3967 -0.0481 2.4450
C 1.4548 -0.6268 3.4013
C -0.9887 -0.6857 2.6652
O 0.8276 -0.2637 1.1537
H -0.0430 1.6733 3.7081
H -0.4672 1.8830 1.9873
H 1.2330 1.9506 2.5033
H 1.1892 -0.4296 4.4344
H 2.4191 -0.1685 3.1907
H 1.5497 -1.6997 3.2512
H -1.3546 -0.4886 3.6706
H -0.9333 -1.7604 2.5052
H -1.6933 -0.2610 1.9363
F -0.1471 2.2637 -2.6046
C -1.0251 2.0244 -1.5504
F -1.1967 3.2694 -0.9779
C -2.3572 1.6510 -2.2157
F -3.0154 2.6478 -2.8097
F -3.2026 1.1024 -1.3203
F -2.1554 0.7005 -3.1495
*
```

## Properties
* HOMO level (spin up / spin down): -8.2120 / -8.2076 eV

Record 2
Formula: C47H50N4O4ReSTe
Source: OMol25
Level of theory: ωB97M-V/def2-TZVPD

Geometry as ORCA input:
```
! RIJCOSX wB97M-V def2-TZVPD def2/J DEFGRID3
* xyz 2 2
Re 0.8878 1.1424 -0.1096
C 0.3644 -5.9310 0.8326
C 0.5056 -4.4314 0.8982
C 0.2773 -3.7301 2.0867
C 0.4143 -2.3586 2.1570
C 0.1119 -1.6560 3.4581
O -0.9755 -1.8161 3.9674
C 1.1549 -0.7913 4.0931
C 2.4523 -0.7166 3.5956
C 3.3688 0.1531 4.1659
C 3.0023 0.9354 5.2543
C 1.7242 0.8253 5.7898
C 0.8062 -0.0366 5.2103
C 0.7147 -1.6435 1.0026
O 0.7791 -0.3038 1.0922
C 0.9254 -2.2962 -0.2082
C 0.8392 -3.7028 -0.2244
C 1.1540 -1.5717 -1.4457
N 1.1293 -0.2681 -1.5652
C 1.3267 0.2835 -2.9390
C 0.7796 1.6787 -3.1599
Te -1.2994 1.8821 -2.7132
C -0.7156 2.3030 -0.6508
C -2.5418 1.3087 0.6126
C -2.3108 0.5944 1.8195
C -1.5992 1.1712 2.8109
C -1.0179 2.4906 2.6902
C -1.2083 3.1953 1.5738
C 1.4093 -2.4076 -2.6601
C 2.7079 -2.7846 -2.9724
C 2.9463 -3.5847 -4.0829
C 1.8882 -4.0042 -4.8764
C 0.5884 -3.6254 -4.5607
C 0.3453 -2.8279 -3.4522
H 0.1423 -6.3532 1.8107
H 1.2785 -6.3932 0.4585
H -0.4421 -6.2096 0.1527
H 0.0083 -4.2708 2.9876
H 2.7512 -1.3637 2.7779
H 4.3764 0.2185 3.7736
H 3.7199 1.6125 5.6988
H 1.4511 1.4026 6.6634
H -0.1869 -0.1498 5.6285
H 1.0165 -4.2315 -1.1521
H 0.8493 -0.3861 -3.6450
H 2.4001 0.2730 -3.1524
H 0.8914 1.9318 -4.2130
H 1.2952 2.4425 -2.5822
H -3.6329 1.4364 -1.0556
H -2.7598 -0.3788 1.9657
H -1.4907 0.6311 3.7419
H -0.4887 2.9167 3.5324
H -0.8183 4.1993 1.4676
H 3.5332 -2.4661 -2.3433
H 3.9582 -3.8837 -4.3235
H 2.0750 -4.6301 -5.7391
H -0.2385 -3.9551 -5.1760
H -0.6682 -2.5373 -3.1924
C -6.5206 0.3786 -1.6826
C -5.9479 0.0665 -0.3073
N -4.8584 -0.9297 -0.3831
C -5.2753 -2.3404 -0.4545
C -5.1054 -3.0366 0.8877
C -3.5760 -0.6153 -0.4593
S -2.2980 -1.6349 -0.6982
N -3.3026 0.8087 -0.3282
C -1.9028 2.6431 0.3639
O 0.4514 3.0101 -0.5330
C -2.8583 3.6934 -0.2049
C -4.1947 3.7028 0.2007
C -5.0662 4.6732 -0.2731
C -4.6069 5.6457 -1.1498
C -3.2699 5.6626 -1.5248
C -2.3956 4.6954 -1.0514
H -7.2718 1.1645 -1.6025
H -7.0009 -0.4973 -2.1191
H -5.7397 0.7149 -2.3686
H -6.7148 -0.3507 0.3431
H -5.5712 0.9698 0.1633
H -4.6834 -2.8336 -1.2236
H -6.3186 -2.3514 -0.7633
H -4.0525 -3.1111 1.1578
H -5.5163 -4.0440 0.8282
H -5.6376 -2.5008 1.6756
H -4.5546 2.9661 0.9127
H -6.0991 4.6753 0.0510
H -5.2875 6.3935 -1.5345
H -2.9014 6.4358 -2.1860
H -1.3495 4.7430 -1.3248
O 2.8651 1.8025 0.1192
C 3.9155 1.2859 0.5447
C 4.2422 -0.1697 0.3901
C 5.5135 -0.2129 -0.5042
C 5.6361 0.9551 -1.5208
C 6.2918 2.2573 -1.0074
C 5.4325 3.0466 -0.0157
N 4.9180 2.0705 0.9808
H 3.4044 -0.6754 -0.0900
H 4.4181 -0.6475 1.3563
H 5.5082 -1.1557 -1.0507
H 6.4064 -0.2339 0.1238
H 4.6487 1.1844 -1.9426
H 6.2457 0.5978 -2.3502
H 6.5223 2.8980 -1.8603
H 7.2466 2.0055 -0.5356
H 4.5769 3.5091 -0.5009
H 6.0021 3.8188 0.4936
H 5.6765 1.5351 1.3838
*
```

## Properties
* HOMO level (spin up / spin down): -12.4067 / -12.3545 eV

Record 3
Formula: C2H4FO2S
Source: OMol25
Level of theory: ωB97M-V/def2-TZVPD

Geometry as ORCA input:
```
! RIJCOSX wB97M-V def2-TZVPD def2/J DEFGRID3
* xyz -1 1
C -0.6496 -0.0650 0.3196
C 1.8714 0.4816 -0.8213
O 2.9697 1.3594 -2.8584
O 0.9920 2.6374 -1.9234
F 2.3542 0.3323 0.4738
S 2.2893 2.0437 -1.6532
H -0.8538 -0.5576 -0.6175
H 0.1849 -0.5281 0.8350
H -0.6065 1.0429 0.3175
H 2.1806 -0.2300 -1.5114
*
```

## Properties
* HOMO level (spin up / spin down): -3.5734 / -3.4431 eV

Record 4
Formula: C5H10O
Source: OMol25
Level of theory: ωB97M-V/def2-TZVPD

Geometry as ORCA input:
```
! RIJCOSX wB97M-V def2-TZVPD def2/J DEFGRID3
* xyz 0 1
C -1.7569 -0.2514 -1.0215
O -1.1522 -0.3374 0.2667
C 0.3366 -0.0519 0.3087
C 1.1559 -0.9156 -0.6022
C 0.3274 1.3910 0.6300
C 0.7521 0.3947 1.6915
H -2.8330 -0.0187 -0.9439
H -1.3097 0.5205 -1.6703
H -1.6611 -1.2301 -1.4939
H 2.2311 -0.7999 -0.4271
H 0.8963 -1.9619 -0.4086
H 0.9604 -0.6912 -1.6563
H 0.9767 2.1827 0.2363
H -0.8207 1.2769 0.5992
H 0.0861 0.2086 2.5291
H 1.8110 0.2836 1.9624
*
```

## Properties
* HOMO level: -9.5973 eV
* SMILES: COC1(C)CC1

Record 5
Formula: C10H11NO3S
Source: OMol25
Level of theory: ωB97M-V/def2-TZVPD

Geometry as ORCA input:
```
! RIJCOSX wB97M-V def2-TZVPD def2/J DEFGRID3
* xyz 0 1
C -3.0365 -1.1360 -1.0815
C -1.7969 -1.5453 -1.5687
C -3.0789 -0.0443 -0.2303
C -0.5421 -0.9713 -1.1109
C -1.8766 0.5416 0.1634
C -0.6667 0.1245 -0.2878
C 0.4048 -0.3467 2.4328
C 1.1784 0.2983 1.4505
C 1.2451 1.6898 -0.6611
C 0.6569 0.7764 0.1483
N 4.4724 -0.5984 -0.1070
O 4.9106 -1.5858 0.4536
O 4.6665 0.5838 0.1016
O 2.5665 2.2005 -0.6603
S 3.3358 -0.9034 -1.4200
H -3.9573 -1.5536 -1.4865
H -1.7416 -2.3748 -2.2408
H -4.0568 0.3665 0.0243
H 0.4364 -1.1506 -1.4280
H -1.9229 1.4617 0.8036
H 0.9520 -0.7214 3.2448
H -0.6205 -0.5583 2.2127
H 2.2336 0.4064 1.6573
H 3.3444 0.3391 -1.8420
H 0.8477 1.7704 -1.6820
H 3.0485 1.9924 0.1621
*
```

## Properties
* HOMO level: -8.5508 eV
* SMILES: C=C/C(=C\O)c1ccccc1.O=[N+]([O-])S

Record 6
Formula: C5H11NO2
Source: OMol25
Level of theory: ωB97M-V/def2-TZVPD

Geometry as ORCA input:
```
! RIJCOSX wB97M-V def2-TZVPD def2/J DEFGRID3
* xyz 0 1
C 2.5072 0.7647 0.4972
C 1.3870 0.8250 -0.5554
N 0.3387 -0.0436 -0.2523
C 0.5368 -1.4477 -0.6071
C -1.0529 0.3881 -0.4773
C -1.8935 0.2476 0.7673
O -2.7704 -0.9202 0.8470
O 1.3522 1.5558 -1.5170
H 3.4493 0.5970 0.0038
H 2.2139 0.2164 1.3911
H 2.3722 1.7188 1.0606
H 0.3072 -2.1037 0.2607
H -0.0098 -1.7980 -1.4765
H 1.6197 -1.5974 -0.6280
H -1.1785 1.3292 -1.0053
H -1.5421 -0.3199 -1.1719
H -1.4576 0.2015 1.7621
H -2.5985 1.0939 0.7320
H -3.5811 -0.7075 0.3691
*
```

## Properties
* HOMO level: -8.9445 eV
* SMILES: CC(=O)N(C)CCO

Record 7
Formula: C33H30F3MnNO4P2S3Te
Source: OMol25
Level of theory: ωB97M-V/def2-TZVPD

Geometry as ORCA input:
```
! RIJCOSX wB97M-V def2-TZVPD def2/J DEFGRID3
* xyz -2 6
Mn -0.5079 0.7093 -1.5953
S 2.5808 -1.3501 -1.4381
P 1.5638 -0.7007 0.1256
C -0.1942 -0.6372 -0.1425
P -1.3059 -0.2028 1.1580
S -3.2077 -0.3575 0.6599
C -1.0932 -1.3515 2.6142
C -0.4281 -1.1297 3.8163
C -0.3872 -2.1114 4.7988
C -1.0029 -3.3355 4.5987
C -1.6758 -3.5690 3.4071
C -1.7202 -2.5873 2.4341
C -1.2452 1.4493 1.9959
C -1.8817 1.5909 3.2313
C -1.8981 2.8173 3.8756
C -1.3143 3.9290 3.2784
C -0.7438 3.8103 2.0222
C -0.7126 2.5770 1.3874
C 2.4353 0.6880 0.9630
C 3.4629 1.3929 0.3482
C 4.0879 2.4298 1.0213
C 3.6994 2.7664 2.3121
C 2.6885 2.0534 2.9364
C 2.0634 1.0186 2.2575
C 1.9539 -2.0253 1.3476
C 3.1003 -1.9948 2.1354
C 3.4712 -3.1064 2.8785
C 2.7049 -4.2613 2.8384
C 1.5716 -4.3065 2.0377
C 1.2095 -3.1995 1.2876
H 0.0497 -0.1828 4.0280
H 0.1207 -1.9060 5.7344
H -0.9562 -4.1033 5.3624
H -2.1704 -4.5196 3.2416
H -2.2746 -2.7395 1.5153
H -2.3893 0.7394 3.6635
H -2.3841 2.9100 4.8409
H -1.3179 4.8848 3.7905
H -0.3068 4.6642 1.5192
H -0.2524 2.5120 0.4187
H 3.7413 1.1283 -0.6646
H 4.8789 2.9908 0.5372
H 4.1909 3.5833 2.8283
H 2.3764 2.3085 3.9426
H 1.2822 0.4504 2.7337
H 3.7143 -1.1023 2.1540
H 4.3721 -3.0770 3.4818
H 2.9972 -5.1294 3.4191
H 0.9707 -5.2070 1.9886
H 0.3560 -3.2232 0.6226
F -5.7143 0.0552 -5.8518
C -4.5732 -0.6791 -5.8510
F -4.9450 -1.9680 -6.1320
F -3.9095 -0.2862 -7.0080
C -3.7956 -0.5433 -4.6304
C -4.0243 0.5122 -3.6997
C -3.2287 0.6339 -2.6056
N -2.1806 -0.2091 -2.3148
C -2.0352 -1.2854 -3.1640
C -2.7783 -1.4729 -4.2880
H -4.8433 1.2011 -3.8571
H -3.4169 1.4042 -1.8681
H -1.3099 -2.0224 -2.8416
H -2.6033 -2.3400 -4.9128
O -0.8231 2.3878 -2.4782
S 0.5561 2.8670 -2.0778
O 1.4191 3.0080 -3.2322
O 1.0230 1.6916 -1.2186
O 0.4787 4.0670 -1.2763
C 2.8408 0.4282 -4.4215
Te 0.8123 -0.1278 -3.9681
C -0.0607 1.1371 -5.4702
H 2.9998 1.4515 -4.0930
H 3.0022 0.3430 -5.4955
H 3.4770 -0.2632 -3.8779
H 0.4003 0.9542 -6.4397
H 0.0833 2.1658 -5.1576
H -1.1243 0.9022 -5.5178
*
```

## Properties
* HOMO level (spin up / spin down): -0.3191 / -2.6728 eV

Record 8
Formula: F6H26O13P
Source: OMol25
Level of theory: ωB97M-V/def2-TZVPD

Geometry as ORCA input:
```
! RIJCOSX wB97M-V def2-TZVPD def2/J DEFGRID3
* xyz -1 1
P 24.7792 16.1673 -20.7227
F 25.6515 17.5061 -20.7473
F 25.8338 15.4568 -19.7125
F 23.9000 16.7646 -19.4405
F 23.8678 14.8243 -20.5712
F 23.5604 16.7981 -21.5752
F 25.3594 15.6302 -22.1387
O 24.4159 19.1908 -17.4603
H 24.8190 19.1392 -16.5885
H 24.6892 18.3763 -17.9072
O 23.4786 12.0060 -19.0784
H 23.1722 12.9057 -18.9064
H 23.7901 11.6927 -18.2237
O 21.2847 16.0150 -17.5436
H 20.7783 16.2072 -16.7489
H 21.3949 16.8709 -17.9790
O 20.8913 13.4733 -21.5230
H 21.0582 14.0858 -20.7938
H 20.5530 12.6756 -21.1040
O 22.5588 14.7106 -23.3827
H 21.8504 14.2342 -22.9166
H 23.2150 14.8817 -22.6897
O 23.8843 14.7557 -17.2007
H 23.6244 15.1335 -18.0502
H 24.6890 14.2594 -17.3893
O 24.6220 18.9447 -23.2996
H 24.6546 19.8980 -23.4259
H 24.6215 18.8254 -22.3396
O 22.1527 18.9848 -20.4005
H 22.5660 19.1442 -19.5432
H 22.5451 18.1562 -20.7094
O 24.2244 16.8582 -25.2082
H 24.3564 17.4130 -24.4220
H 24.9413 16.2180 -25.1725
O 27.2559 17.6530 -23.3174
H 27.8607 17.3795 -22.6165
H 26.5004 18.0277 -22.8495
O 28.5213 17.7733 -20.6437
H 29.1654 17.0594 -20.7177
H 27.8032 17.3997 -20.1151
O 26.9339 13.6098 -22.7935
H 26.2712 13.4944 -22.1073
H 26.8855 14.5443 -23.0136
O 20.9126 17.2291 -23.1970
H 21.7645 16.7845 -23.3288
H 20.2631 16.5363 -23.3412
*
```

## Properties
* HOMO level: -7.5211 eV

Record 9
Formula: C3H4ClNO
Source: OMol25
Level of theory: ωB97M-V/def2-TZVPD

Geometry as ORCA input:
```
! RIJCOSX wB97M-V def2-TZVPD def2/J DEFGRID3
* xyz 0 1
C 1.0296 -0.9319 0.5230
C -1.4705 -1.1670 0.3376
C -1.8497 -1.7575 -0.7819
N 1.7382 0.0125 0.8466
O 1.3474 1.2910 1.1720
Cl -2.2733 -0.5091 1.6359
H 1.4258 -1.8666 0.2114
H 2.1571 1.8693 1.1434
H -2.8729 -2.2156 -1.2432
H -1.0222 -2.1309 -1.4591
*
```

## Properties
* HOMO level (spin up / spin down): -8.3846 / -8.4654 eV

Record 10
Formula: C4H5NO
Source: OMol25
Level of theory: ωB97M-V/def2-TZVPD

Geometry as ORCA input:
```
! RIJCOSX wB97M-V def2-TZVPD def2/J DEFGRID3
* xyz 0 1
C -1.8171 -0.0028 0.2283
C -0.3373 0.1132 0.0879
C 0.5049 1.1560 -0.2009
C 1.7383 0.4390 -0.1507
N 1.6119 -0.9521 0.1672
O 0.3144 -1.1147 0.2607
H -2.0922 -0.6286 1.0824
H -2.2287 0.9981 0.3648
H -2.2652 -0.4391 -0.6715
H 1.8106 -0.3838 -1.0654
H 2.7604 0.8147 -0.1025
*
```

## Properties
* HOMO level: -8.5661 eV

Record 11
Formula: C25H35Cl2CoGeN10O6Si3
Source: OMol25
Level of theory: ωB97M-V/def2-TZVPD

Geometry as ORCA input:
```
! RIJCOSX wB97M-V def2-TZVPD def2/J DEFGRID3
* xyz -1 2
Co 0.1066 -1.4502 -0.7232
N 1.5101 -4.3233 0.4460
C 1.8424 -3.1250 0.9961
N 2.7065 -2.9128 1.9962
N 2.7462 -1.5930 2.1678
N 1.9536 -1.0407 1.3062
N 1.3719 -1.9742 0.5565
C 0.6002 -4.4370 -0.6012
N 0.2437 -5.5957 -1.1187
N -0.6027 -5.2555 -2.1148
N -0.7334 -3.9767 -2.1807
N 0.0342 -3.4076 -1.2212
H 1.7534 -5.1630 0.9397
Cl -0.6802 -1.9798 -7.8256
C -0.7662 -1.6657 -6.1124
C -2.0132 -1.3525 -5.5409
C -2.1216 -1.0934 -4.2082
Cl -3.6582 -0.6983 -3.5208
C -0.9915 -1.1440 -3.3242
O -1.1463 -0.8713 -2.0927
C 0.2510 -1.4456 -3.9500
C 1.4712 -1.4314 -3.2111
O 1.6178 -1.2403 -1.9978
C 0.3480 -1.7054 -5.3336
H -2.8955 -1.3176 -6.1659
H 2.3834 -1.5765 -3.8096
H 1.3133 -1.9359 -5.7669
C 3.8360 3.2916 0.0877
Si 3.5916 1.4290 -0.0539
C 4.8156 0.5943 1.0829
C 4.0375 0.9827 -1.8211
Ge 1.3160 0.8851 0.4646
Si -0.1876 2.1363 -1.0190
C -1.9768 1.6575 -0.8221
C 0.0249 3.8962 -0.4173
C 0.4085 2.0538 -2.7855
Si 0.6776 1.6798 2.6518
C 1.3997 3.3724 3.0583
C -1.1897 1.8290 2.7326
C 1.2506 0.5314 4.0107
H 4.8889 3.5101 -0.1147
H 3.5954 3.6834 1.0755
H 3.2426 3.8437 -0.6438
H 5.8107 1.0096 0.8985
H 4.8521 -0.4825 0.9154
H 4.5661 0.7374 2.1356
H 5.0474 1.3468 -2.0332
H 3.3553 1.4268 -2.5471
H 4.0226 -0.0982 -1.9674
H -2.4472 2.2180 -0.0104
H -2.0708 0.5954 -0.6202
H -2.5305 1.8654 -1.7416
H -0.4128 4.0501 0.5695
H -0.5306 4.5121 -1.1320
H 1.0570 4.2462 -0.3968
H 0.5820 1.0305 -3.1054
H 1.3337 2.6193 -2.9196
H -0.3475 2.4882 -3.4466
H 1.1215 4.1583 2.3545
H 2.4884 3.3496 3.1255
H 1.0179 3.6564 4.0442
H -1.5515 2.7234 2.2200
H -1.5062 1.8869 3.7778
H -1.6731 0.9644 2.2736
H 2.3231 0.3404 3.9607
H 0.7570 -0.4402 3.9551
H 1.0170 0.9828 4.9797
O -0.9702 -2.9750 1.8730
C -1.5796 -1.9974 1.4790
O -1.2330 -1.1646 0.5515
C -2.8619 -1.5927 2.1858
C -3.1319 -2.1283 3.4384
C -4.2765 -1.7670 4.1362
C -5.1752 -0.8695 3.5821
C -4.8895 -0.3615 2.3275
C -3.7574 -0.6978 1.6131
N -5.8395 0.6074 1.7320
O -6.8502 0.8651 2.3591
O -5.5492 1.1020 0.6642
H -2.4231 -2.8363 3.8476
H -4.4723 -2.1853 5.1148
H -6.0745 -0.5660 4.0956
H -3.5730 -0.2840 0.6342
*
```

## Properties
* HOMO level (spin up / spin down): -5.4684 / -5.4572 eV

Record 12
Formula: C7H6INO
Source: OMol25
Level of theory: ωB97M-V/def2-TZVPD

Geometry as ORCA input:
```
! RIJCOSX wB97M-V def2-TZVPD def2/J DEFGRID3
* xyz 0 1
C -2.0939 1.6594 -0.2474
C -3.3333 1.7140 0.3264
C -1.3708 0.5825 0.3039
C -2.1967 0.1702 1.3615
C -0.6382 -2.0635 1.1690
C 0.2652 -1.1915 0.6215
C 1.5827 -1.7013 0.4420
N -0.2061 -0.0919 0.0169
O -3.3770 0.8332 1.3498
I -0.3920 -3.4594 2.7426
H -1.8203 2.1373 -1.1059
H -4.1438 2.4231 0.2176
H 2.3352 -0.8737 0.6489
H 1.7918 -2.4712 1.1992
H 1.8839 -2.1889 -0.5808
H 0.5525 0.4611 -0.3212
*
```

## Properties
* HOMO level (spin up / spin down): -7.9761 / -7.9770 eV